# 1
C60H46BiFGeNO3P3S2Te as an isolated structure. Source: the Open Molecules 2025 dataset; level of theory: wB97M-V/def2-TZVPD.

Each line ends with the Mulliken charge.
Geometry (Å):
Bi 0.74040 0.31577 -0.98925  1.3922
F -0.68595 0.41515 6.01943  -0.6575
Ge -0.52848 0.24350 4.16496  2.3894
C -1.42173 2.00954 3.87539  -0.2157
C -1.60526 2.75796 5.04518  -0.4278
C -2.40011 3.89029 5.06856  -0.9129
C -3.07841 4.27589 3.91890  -0.8210
C -2.88494 3.56398 2.75088  -0.1417
C -2.02625 2.45845 2.69692  -0.5744
P -1.72171 1.66906 1.04388  2.5909
C -1.32895 3.18529 0.06336  0.2970
C -1.23903 2.99802 -1.32845  0.8361
C -0.86610 4.04502 -2.16556  -1.2380
C -0.58646 5.28845 -1.62565  -0.5159
C -0.65365 5.48794 -0.25724  -1.1977
C -0.99250 4.43393 0.57900  -0.2577
C -3.52639 1.42266 0.67033  0.0261
C -4.16976 0.48474 1.48314  -0.2259
C -5.50238 0.15971 1.29293  -0.4989
C -6.23011 0.78415 0.28764  -0.7293
C -5.61068 1.73500 -0.51032  -0.6296
C -4.26918 2.05096 -0.32354  -0.2786
C 1.42625 0.33221 4.44027  -0.3793
C 1.91998 -0.19981 5.63269  -0.4545
C 3.25500 -0.06434 5.97877  -0.8255
C 4.11548 0.61586 5.12125  -1.0917
C 3.62594 1.11903 3.92771  -0.1417
C 2.28023 0.98334 3.56787  -0.6654
P 1.76006 1.43754 1.85274  3.4849
C 2.53894 3.19641 1.80981  0.8449
C 2.43150 3.88072 0.59123  0.1076
C 2.80887 5.20849 0.45591  -0.9453
C 3.24778 5.92477 1.56153  -0.7219
C 3.28116 5.29704 2.79847  -0.7904
C 2.92162 3.95910 2.91988  -1.0890
C 3.20388 0.57422 1.02140  0.0594
C 3.89330 1.11161 -0.06786  -0.1785
C 4.90641 0.40466 -0.70514  -0.5191
C 5.25940 -0.85928 -0.26381  -0.7862
C 4.58856 -1.40644 0.82441  -0.4514
C 3.57328 -0.70393 1.45088  -0.8544
C -1.99884 -1.15551 4.28746  -0.4393
C -2.79623 -1.02604 5.42652  -0.4950
C -3.86991 -1.87470 5.65115  -0.9628
C -4.14632 -2.88780 4.74651  -0.8388
C -3.36779 -3.01904 3.60759  -0.6036
C -2.29868 -2.15893 3.35216  -0.2021
P -1.27448 -2.16021 1.80710  2.2981
C -2.36677 -3.17719 0.70419  0.0487
C -2.59056 -4.55344 0.79676  -0.2064
C -3.46491 -5.19058 -0.07021  -0.7240
C -4.14801 -4.46199 -1.03828  -0.5784
C -3.92966 -3.09884 -1.14885  -0.8417
C -3.03085 -2.47004 -0.29572  -0.9864
C -0.02915 -3.42688 2.31481  0.4651
C 0.49387 -3.45654 3.60500  -0.3630
C 1.52335 -4.32871 3.93557  -0.5333
C 2.04475 -5.18729 2.98054  -0.6446
C 1.54965 -5.14875 1.68288  -0.8266
C 0.53419 -4.26598 1.35083  -0.6137
H -1.11760 2.43284 5.95343  0.5006
H -2.50772 4.45888 5.98518  0.3742
H -3.74615 5.13022 3.93004  0.3903
H -3.40805 3.86881 1.85293  0.3668
H -1.14498 1.64216 -2.69850  0.1909
H -0.77588 3.87017 -3.22987  0.4111
H -0.28717 6.09961 -2.27901  0.4176
H -0.42697 6.45800 0.16718  0.3430
H -0.99195 4.59191 1.64830  0.3965
H -3.60895 0.00067 2.27649  0.1492
H -5.96800 -0.58911 1.92323  0.4669
H -7.27386 0.53746 0.13103  0.3402
H -6.17368 2.23470 -1.29084  0.4147
H -3.81047 2.79574 -0.96091  0.3043
H 1.24750 -0.72181 6.29832  0.4747
H 3.62413 -0.49259 6.90413  0.3663
H 5.16379 0.73863 5.37007  0.3777
H 4.29971 1.61632 3.24305  0.6238
H 2.02709 3.37015 -0.27997  0.0521
H 2.73302 5.68958 -0.51275  0.4677
H 3.53728 6.96512 1.46468  0.3383
H 3.59251 5.84974 3.67908  0.3986
H 2.94528 3.50127 3.90023  0.4211
H 3.64916 2.09555 -0.44226  0.1829
H 5.40004 0.83949 -1.56631  0.3995
H 6.02750 -1.42644 -0.77742  0.3110
H 4.84612 -2.39781 1.17968  0.3887
H 3.03289 -1.16652 2.26643  -0.0112
H -2.57846 -0.24518 6.13889  0.5213
H -4.48553 -1.74231 6.53362  0.3800
H -4.97126 -3.57048 4.91895  0.3697
H -3.60316 -3.80185 2.90068  0.3665
H -2.06306 -5.13845 1.54032  0.4864
H -3.62064 -6.26030 0.01429  0.3904
H -4.83140 -4.96286 -1.71435  0.3563
H -4.43711 -2.52126 -1.91169  0.4994
H -2.82654 -1.41193 -0.41654  0.8853
H 0.11377 -2.77440 4.35501  -0.0052
H 1.92437 -4.32528 4.94264  0.4133
H 2.84464 -5.87216 3.23811  0.3267
H 1.96727 -5.79317 0.91830  0.4033
H 0.19786 -4.19881 0.32319  0.4814
O -1.52251 1.75755 -1.80169  -0.3793
N -0.82658 1.46208 -4.12904  -0.1936
C -1.74343 1.16779 -5.05468  -0.4378
C -1.49194 1.14502 -6.40996  -0.7734
C -0.19118 1.44103 -6.82306  -0.1254
C 0.77025 1.73263 -5.88751  -0.9024
C 0.44466 1.73852 -4.50698  0.4370
S 1.64760 2.09332 -3.32522  -0.4821
H -2.73539 0.94383 -4.66993  0.3893
H -2.27748 0.91530 -7.11788  0.3904
H 0.05966 1.43085 -7.87869  0.3339
H 1.78576 1.97084 -6.17128  0.4103
O 0.65348 -1.00225 0.78908  -1.2157
O 0.82092 -0.38079 2.06668  -0.2518
Te 2.06153 -1.90865 -2.10089  -0.5017
S -1.24004 -2.20706 -2.86030  -0.2831
C 0.01584 -1.45998 -2.17184  0.0895

Forces on atoms 1 to 3 (eV/Å):
-0.2 -0.1 0.8
0.2 0.0 0.0
-0.1 0.1 0.4

The calculation puts the HOMO-LUMO gap at 5.7 eV. Its net charge is -2. The value obtained for the HOMO energy is -1.66 eV.

# 2
C60H49Br2CrNOP2 as an isolated structure. Source: the Open Molecules 2025 dataset; level of theory: wB97M-V/def2-TZVPD.

Each line ends with the Mulliken charge.
Geometry (Å):
Cr 0.39794 -0.94224 0.83334  -0.3972
Br -1.54539 -3.23374 3.34619  -0.0790
C 0.30281 -3.70078 3.48848  0.2087
C 0.62830 -4.95849 3.99573  -0.5652
C 1.91588 -5.22815 4.45373  -0.8902
C 2.79116 -4.19442 4.60715  -0.6877
C 2.45606 -2.91153 4.17315  0.7367
C 3.22187 -1.80622 4.60577  -1.5543
C 2.82589 -0.53846 4.26401  -1.0140
C 1.75061 -0.35385 3.36200  0.8331
C 1.08620 -1.37859 2.76870  1.0922
C 1.25611 -2.65246 3.40131  0.3383
H -0.15376 -5.67019 4.07479  0.4692
H 2.17129 -6.26299 4.64510  0.3876
H 3.77044 -4.29098 5.10609  0.3359
H 4.03563 -1.95400 5.29073  0.4044
H 3.22445 0.35050 4.75692  0.4326
H 1.42852 0.67547 3.17123  -0.2805
C 0.49616 1.02545 -2.31023  -2.1591
N -0.41845 2.09689 -2.00919  1.6640
C -0.69350 2.57604 -0.63211  -2.4497
P 0.59492 2.19272 0.72843  2.1185
C 2.02718 3.12257 0.10883  0.8756
C 3.27235 2.90818 0.71727  -0.4360
C 4.38866 3.58804 0.27986  -1.0700
C 4.26158 4.55505 -0.71470  -0.5706
C 3.03371 4.80326 -1.31679  -0.7915
C 1.92030 4.02557 -0.96271  -0.6336
C -0.04956 3.23273 2.08742  0.4838
C 0.76312 3.82260 3.07331  -0.3137
C 0.26577 4.68563 4.03812  -0.7401
C -1.07357 5.04739 4.00595  -0.5163
C -1.90094 4.47230 3.06999  -0.7445
C -1.41835 3.53573 2.15651  -0.5612
C -1.04578 2.75941 -3.06244  0.4760
C -2.38431 3.22582 -2.94089  -0.2063
C -3.05401 3.83671 -3.97875  -0.7095
C -2.39919 4.01975 -5.18885  -0.5041
C -1.06114 3.59982 -5.36577  -0.8177
C -0.39333 2.96854 -4.33520  -0.3574
P -0.10406 -0.76617 -1.72033  2.0109
C 0.71162 -1.71982 -2.99456  0.7838
C 1.99418 -1.31009 -3.41882  -0.3046
C 2.60545 -1.86251 -4.54565  -0.6149
C 1.97864 -2.87896 -5.23811  -0.8386
C 0.81215 -3.42468 -4.71149  -0.7479
C 0.18632 -2.85262 -3.61781  -0.5622
C -1.80565 -0.99750 -2.24410  0.5543
C -2.02173 -0.79823 -3.60298  -0.6456
C -3.22457 -1.18292 -4.18654  -0.9238
C -4.25471 -1.63464 -3.38081  -0.6884
C -4.11098 -1.66841 -1.98719  -0.4630
C -2.85011 -1.49632 -1.43165  -0.8500
H 1.47223 1.19348 -1.82498  -0.1498
H 0.69363 1.01663 -3.37151  0.9256
H -1.55769 1.99030 -0.25509  0.1447
H -0.92685 3.66505 -0.64964  0.9338
H 3.35831 2.24695 1.56439  0.6921
H 5.33913 3.46527 0.80523  0.4433
H 5.12753 5.13735 -1.05803  0.3595
H 2.96283 5.52277 -2.12357  0.4395
H 0.98828 4.14902 -1.53958  0.1134
H 1.86395 3.66832 3.06710  0.2336
H 0.90211 5.07141 4.83141  0.4312
H -1.47475 5.80241 4.71720  0.3301
H -2.96996 4.73445 3.09939  0.3857
H -2.10406 3.06083 1.48206  0.3828
H -2.95837 2.99135 -2.02580  0.2608
H -4.08071 4.15943 -3.83857  0.4216
H -2.89673 4.54308 -5.99500  0.3840
H -0.57104 3.83941 -6.33417  0.3516
H 0.61277 2.56787 -4.46717  0.4868
H 2.50611 -0.50565 -2.88659  0.1891
H 3.58871 -1.52810 -4.76532  0.4887
H 2.45396 -3.35114 -6.09294  0.3751
H 0.31140 -4.24539 -5.17158  0.4768
H -0.75818 -3.26422 -3.26145  0.4699
H -1.21023 -0.38673 -4.23405  0.3575
H -3.41900 -1.06427 -5.22457  0.5067
H -5.23038 -1.90320 -3.82146  0.3653
H -4.97098 -1.83089 -1.34134  0.4706
H -2.62382 -1.75687 -0.38415  0.4963
Br 3.05888 -0.15186 0.25021  -0.0555
C 3.36518 -1.99761 -0.05127  0.4695
C 4.67627 -2.28426 -0.37235  -0.8144
C 5.04600 -3.60765 -0.78098  -1.0300
C 4.10897 -4.58725 -0.85587  -0.7606
C 2.79722 -4.34129 -0.42806  1.2619
C 1.90134 -5.43430 -0.37859  -1.4306
C 0.57557 -5.19898 -0.06024  -0.9523
C 0.11818 -3.87761 0.18107  -0.0943
C 0.95335 -2.81899 0.22815  1.3662
C 2.33061 -3.00479 -0.04872  -0.0892
H 5.40528 -1.49797 -0.23941  0.5105
H 6.09189 -3.78673 -1.02641  0.3560
H 4.33564 -5.59406 -1.25159  0.3476
H 2.31436 -6.41158 -0.60791  0.3719
H -0.08236 -6.06329 0.14416  0.3708
H -0.94246 -3.70071 0.28545  0.1706
C -1.63295 0.21613 3.42937  -2.0567
C -2.22451 0.05018 2.08570  0.6952
O -1.54947 -0.21255 1.02814  0.5086
C -3.63943 0.36536 2.06848  0.2787
C -4.44742 0.54047 0.90402  0.2145
C -5.73685 1.08102 0.95776  -0.9496
C -6.26453 1.41340 2.18520  -0.4803
C -5.53719 1.17589 3.34043  -0.9880
C -4.28980 0.58365 3.28803  -0.5610
H -0.55578 0.37774 3.45619  -0.3771
H -1.84036 -0.67971 4.02430  0.6522
H -2.04681 1.05044 3.94993  0.7683
H -4.03613 0.25889 -0.06193  0.2953
H -6.29282 1.15307 -0.00557  0.4064
H -7.22600 1.89250 2.23475  0.4249
H -5.91045 1.44109 4.30972  0.4471
H -3.86379 0.20620 4.20518  0.4402

Forces on atoms 1 to 3 (eV/Å):
-0.6 -0.2 -0.3
0.0 -0.4 -0.5
0.7 -0.5 0.5

The calculation puts the HOMO-LUMO gap (spin up / spin down) at 5.4 / 6.3 eV. As for the expectation value of S²: 6.05. Its spin multiplicity is 5. The value obtained for the HOMO energy (spin up / spin down) is -6.17 / -6.99 eV.

Taking the records one at a time from the top gives DFT total energy values of -192501.31350, -253633.98143 eV.
Taking the records one at a time from the top gives energy relative to the best compared isomer or geometry (same formula, charge and spin) values of 11.9, 38.8 kcal per mole.